DFT (the ωB97M-V functional and the def2-TZVPD basis) results for C37H33AuNO3PSTe as an isolated structure at a distorted geometry.

Last column: Mulliken charge in e.
Atoms and positions in Å:
Au  0.0624  1.1488  0.0073  0.2838
N  0.1688  -1.9802  1.8121  -0.0047
C  0.3735  -2.8086  0.7070  0.6592
C  0.0615  -4.1656  0.8216  -0.6184
C  0.2893  -5.0491  -0.2119  -0.7870
C  0.8571  -4.6093  -1.4049  -0.9300
C  1.1396  -3.2757  -1.5592  -1.1107
C  0.8615  -2.3541  -0.5292  1.0910
P  1.3045  -0.6815  -1.0318  1.4975
C  0.5346  -0.1886  -2.5537  0.8007
C  0.9226  1.0890  -3.0199  -1.0609
C  0.4107  1.5640  -4.2131  -0.8195
C  -0.4843  0.7791  -4.9358  -0.7099
C  -0.8761  -0.4746  -4.4653  -0.6092
C  -0.3845  -0.9621  -3.2684  -1.1773
C  3.0662  -0.7081  -1.3063  1.5140
C  3.5194  -0.7151  -2.6425  -0.4866
C  4.8603  -0.9257  -2.8869  -0.8363
C  5.7514  -1.0872  -1.8272  -0.5129
C  5.3026  -1.0664  -0.5105  -0.8978
C  3.9644  -0.8725  -0.2399  -0.6783
H  0.8470  -1.2449  1.9413  0.1229
H  0.0478  -2.5012  2.6661  0.3528
H  -0.3313  -4.5293  1.7666  0.4083
H  0.0458  -6.0976  -0.0819  0.4739
H  1.0833  -5.3053  -2.2027  0.4746
H  1.5772  -2.9324  -2.4896  0.5546
H  1.6423  1.6816  -2.4590  0.6572
H  0.7180  2.5332  -4.5866  0.5084
H  -0.8736  1.1453  -5.8777  0.4694
H  -1.5595  -1.0811  -5.0472  0.4896
H  -0.6885  -1.9370  -2.9094  0.8275
H  2.8372  -0.5953  -3.4711  0.4420
H  5.2149  -0.9604  -3.9091  0.4562
H  6.8064  -1.2283  -2.0315  0.4356
H  6.0003  -1.1900  0.3073  0.4694
H  3.6198  -0.8398  0.7779  0.5938
Te  -1.9905  0.1036  1.2248  0.4898
C  -3.4664  1.3832  0.3960  0.6221
C  -4.6629  1.4703  1.0980  -0.7120
C  -5.7333  2.1448  0.5244  -0.5946
C  -5.6003  2.7205  -0.7321  -0.5490
C  -4.3923  2.6475  -1.4152  -0.7779
C  -3.3142  1.9801  -0.8512  -0.0217
C  -2.6925  -1.5471  0.1249  0.7949
C  -2.8299  -1.4911  -1.2544  -0.5976
C  -3.4181  -2.5580  -1.9170  -0.4534
C  -3.8748  -3.6603  -1.2010  -0.6659
C  -3.7518  -3.6960  0.1817  -0.6955
C  -3.1543  -2.6370  0.8526  -0.5916
H  -4.7686  1.0269  2.0819  0.3716
H  -6.6696  2.2166  1.0640  0.4080
H  -6.4398  3.2384  -1.1785  0.4048
H  -4.2874  3.1108  -2.3884  0.4297
H  -2.3647  1.9443  -1.3749  0.3100
H  -2.4987  -0.6214  -1.8118  0.4260
H  -3.5463  -2.5179  -2.9929  0.4793
H  -4.3445  -4.4869  -1.7208  0.4577
H  -4.1355  -4.5400  0.7424  0.4583
H  -3.0717  -2.6569  1.9350  0.4794
C  0.9198  4.7738  6.2605  -1.4004
C  1.3900  4.0278  5.0388  0.9168
C  1.4234  4.6406  3.7916  -0.7916
C  1.8495  3.9534  2.6629  -0.5584
C  2.2273  2.6267  2.7941  0.2890
C  2.2455  1.9975  4.0360  -0.6714
C  1.8126  2.7017  5.1450  -0.8157
S  2.6486  1.6795  1.3701  1.5787
O  4.0687  1.6149  1.2186  -0.6770
O  1.9221  2.3229  0.2101  -0.8132
O  2.0224  0.3389  1.5673  -0.6359
H  0.5415  5.7625  6.0068  0.3548
H  1.7335  4.8909  6.9776  0.3384
H  0.1292  4.2191  6.7691  0.3494
H  1.1085  5.6730  3.6967  0.3371
H  1.8793  4.4389  1.6941  0.4812
H  2.5908  0.9734  4.1232  0.4834
H  1.8024  2.2159  6.1149  0.4194

Values from the calculation:
Molecular weight in u: 927.28
ΔE to the lowest compared entry with this formula, charge and spin in kcal/mol: 0.0
LUMO in eV: -9.2
HOMO-LUMO gap in eV: 4.40
Charge: +2
HOMO level in eV: -13.55
Energy in eV: -77630.6913

DFT (the ωB97M-V functional and the def2-TZVPD basis) results for C37H33BF3MoN3S2Sb as an isolated structure.

Last column: Mulliken charge in e.
Atoms and positions in Å:
Mo  -0.2030  0.7738  -1.9390  0.0723
S  -1.9341  0.0120  -0.5381  0.0088
C  -1.7614  0.8963  0.9520  0.8977
N  -2.6070  0.7630  1.9200  0.1075
C  -2.4808  1.5776  3.1535  -0.7724
C  -1.0347  1.8504  3.4544  -0.6990
N  -0.3675  2.4037  2.2546  0.1065
C  0.6930  3.4473  2.4972  -2.1966
C  1.9734  2.8106  2.9450  1.2324
C  2.1724  2.4950  4.2891  -0.2247
C  3.3864  1.9763  4.7084  -0.8315
C  4.4122  1.7914  3.7894  -0.4685
C  4.2233  2.1211  2.4551  -0.8568
C  3.0028  2.6255  2.0290  -0.2038
C  -0.6319  1.9137  1.0939  0.6000
S  0.2010  2.4466  -0.3265  -0.1337
C  -3.8747  -0.0581  1.8572  -1.0903
C  -5.0538  0.8359  2.1013  0.4108
C  -5.4594  1.7240  1.1062  -0.1194
C  -6.5362  2.5652  1.3319  -0.7294
C  -7.2129  2.5114  2.5459  -0.4625
C  -6.8178  1.6202  3.5327  -0.7091
C  -5.7345  0.7800  3.3129  -0.3062
H  -2.9389  1.0134  3.9641  0.4895
H  -3.0733  2.4829  3.0055  0.3742
H  -0.4761  0.9596  3.7521  0.3088
H  -0.9564  2.5866  4.2508  0.5174
H  0.2666  4.1025  3.2569  0.5049
H  0.8024  4.0212  1.5796  0.8526
H  1.4055  2.7030  5.0243  0.4393
H  3.5457  1.7513  5.7529  0.4543
H  5.3709  1.4198  4.1227  0.4636
H  5.0377  2.0179  1.7516  0.4838
H  2.8739  2.9264  0.9941  0.4205
H  -3.7659  -0.8206  2.6302  0.4397
H  -3.9071  -0.5423  0.8835  0.5908
H  -4.9526  1.7462  0.1479  0.4190
H  -6.8623  3.2478  0.5596  0.4290
H  -8.0632  3.1577  2.7147  0.4221
H  -7.3588  1.5692  4.4671  0.4191
H  -5.4428  0.0666  4.0736  0.4312
F  6.2138  -1.7079  -5.5263  -0.2797
C  5.0973  -1.6618  -4.8194  0.2227
C  4.2640  -0.5630  -4.9611  -0.5418
C  3.0976  -0.5211  -4.2165  -0.7186
C  2.7925  -1.5709  -3.3542  0.2125
C  3.6414  -2.6751  -3.2303  -0.1829
C  4.8091  -2.7197  -3.9695  -0.6912
Sb  1.0681  -1.6356  -2.2010  2.4494
C  0.0861  -3.3922  -2.6886  0.5125
C  0.2283  -3.8278  -4.0090  -0.5896
C  -0.3414  -5.0273  -4.3970  -0.6546
C  -1.0477  -5.7572  -3.4550  0.1810
F  -1.5896  -6.9069  -3.8188  -0.2726
C  -1.2084  -5.3366  -2.1419  -0.6909
C  -0.6417  -4.1357  -1.7584  -0.3822
C  1.6310  -1.5620  -0.1788  0.3256
C  2.9431  -1.1890  0.1288  -0.3043
C  3.3625  -1.1350  1.4480  -0.7311
C  2.4514  -1.4406  2.4439  0.0996
F  2.8463  -1.4061  3.7107  -0.3641
C  1.1392  -1.8015  2.1717  -0.9524
C  0.7310  -1.8549  0.8498  -0.4580
H  4.5334  0.2281  -5.6451  0.4961
H  2.4368  0.3328  -4.3320  0.1993
H  3.4046  -3.5044  -2.5734  0.4660
H  5.4911  -3.5556  -3.9049  0.4764
H  0.7954  -3.2576  -4.7356  0.4330
H  -0.2437  -5.4043  -5.4046  0.4880
H  -1.7606  -5.9545  -1.4495  0.5004
H  -0.7541  -3.8135  -0.7326  0.2441
H  3.6582  -0.9722  -0.6572  0.4828
H  4.3797  -0.8830  1.7121  0.6023
H  0.4839  -2.0787  2.9859  0.6278
H  -0.2869  -2.1557  0.6344  0.4074
B  -0.6418  2.6431  -6.0482  0.0119
C  -0.4862  2.0095  -4.7430  0.2219
N  -0.3407  1.5373  -3.6452  -1.0743
H  0.2728  3.4394  -6.0909  0.0344
H  -0.6163  1.8032  -6.9180  0.0392
H  -1.7597  3.1220  -5.9369  0.0621

Values from the calculation:
Molecular weight in u: 869.33
⟨S²⟩: 2.053
ΔE to the lowest compared entry with this formula, charge and spin in kcal/mol: 21.2
LUMO (alpha / beta) in eV: -11.2 / -11.0
HOMO-LUMO gap (alpha / beta) in eV: 5.19 / 5.47
Charge: +3
HOMO level (alpha / beta) in eV: -16.43 / -16.43
Energy in eV: -82238.0802
Multiplicity: 3